Run A
Below is 3 unconnected molecules or ions with the total composition C4H13N5, with properties calculated with ωB97M-V/def2-TZVPD.

Element x y z (Å)
C  1.61  -0.52  1.26
C  1.61  -0.95  -0.18
C  -0.40  0.14  -0.97
C  -0.84  0.71  0.31
H  2.61  -0.74  1.69
H  0.70  -0.83  1.69
H  1.45  0.47  1.13
H  2.36  -0.35  -0.85
H  2.04  -1.84  -0.19
H  0.05  -1.67  -1.62
H  0.30  0.82  -1.63
H  -1.25  0.01  -1.69
H  -2.06  0.61  1.57
H  -2.12  -1.11  -1.20
H  -2.55  -2.11  1.04
H  0.46  3.36  -0.05
H  1.03  1.87  -0.74
N  0.22  -1.17  -0.62
N  -1.82  -0.14  0.88
N  -2.89  -0.90  0.01
N  -0.57  1.87  0.57
N  0.07  2.47  -0.41

Computed properties:
**HOMO level**: -0.286 Ha
**LUMO level**: -0.05 eV
**Total charge**: 0
**Gap between HOMO and LUMO**: 7.7 eV



Run B
Below is 2 unconnected molecules or ions with the total composition C4H13N5, with properties calculated with ωB97M-V/def2-TZVPD.

Element x y z (Å)
C  1.72  1.56  0.59
N  1.40  0.34  -0.15
C  -0.69  -0.30  0.71
N  2.54  -0.42  -0.57
N  -0.19  -1.47  1.24
N  -1.11  0.60  1.50
H  3.00  -0.78  0.26
H  3.23  0.18  -1.03
H  0.05  -1.41  2.22
H  0.45  -2.02  0.70
H  -1.53  1.41  1.05
H  2.16  1.27  1.55
H  0.80  2.11  0.74
H  2.43  2.21  0.06
C  -2.88  -0.15  -0.98
C  -1.46  -0.59  -0.79
N  -0.98  -1.39  -1.65
H  0.00  -1.62  -1.48
H  0.79  0.57  -0.96
H  -2.94  0.93  -1.06
H  -3.33  -0.60  -1.87
H  -3.47  -0.44  -0.10

Computed properties:
**HOMO level**: -0.325 Ha
**LUMO level**: 0.80 eV
**SMILES**: [H]/N=C(C)\C(N)=N/[H].CNN
**Total charge**: 0
**Gap between HOMO and LUMO**: 9.6 eV



Most stable = run B



Run A
Below is 9 unconnected molecules or ions with the total composition C5H29N2O8, with properties calculated with ωB97M-V/def2-TZVPD.

Element x y z (Å)
C  2.92  2.02  0.80
C  2.19  0.74  0.25
C  2.28  -0.56  1.16
C  1.17  -1.55  0.99
C  0.96  -2.15  -0.21
N  -0.20  -2.88  -0.35
N  0.77  1.06  0.14
H  2.78  2.03  1.88
H  2.41  2.96  0.37
H  3.97  2.06  0.51
H  2.55  0.49  -0.82
H  2.45  -0.39  2.24
H  3.31  -0.93  1.13
H  0.76  -1.91  1.86
H  1.71  -2.07  -0.99
H  -0.33  -3.65  -0.96
H  -0.69  -3.11  0.45
H  0.18  0.22  -0.26
H  0.38  1.83  -0.46
H  0.43  1.10  1.14
H  -2.96  -0.25  -1.18
H  -3.96  -0.99  -2.01
O  -3.09  -0.42  -2.00
H  0.86  3.18  -1.68
H  -0.51  2.42  -2.12
O  -0.10  3.02  -1.42
H  -2.29  -2.18  0.75
H  -2.59  -3.48  0.16
O  -2.56  -3.05  0.93
H  1.87  0.32  -3.28
H  1.11  -0.56  -2.26
O  1.33  0.37  -2.51
H  -1.23  -1.01  -2.46
H  -0.42  -1.49  -3.75
O  -0.38  -1.35  -2.72
H  0.14  0.09  4.02
H  -0.27  -1.36  3.96
O  0.48  -0.64  3.78
H  -1.55  3.06  2.59
H  -1.86  1.54  2.37
O  -1.10  2.18  2.44
H  -2.93  2.52  -1.20
H  -1.77  2.90  -0.37
O  -2.41  2.21  -0.50

Computed properties:
**HOMO level**: -0.401 Ha
**LUMO level**: -2.74 eV
**Total charge**: +1
**Gap between HOMO and LUMO**: 8.2 eV



Run B
Below is 8 unconnected molecules or ions with the total composition C5H29N2O8, with properties calculated with ωB97M-V/def2-TZVPD.

Element x y z (Å)
N  2.87  -1.82  0.55
C  1.78  -2.38  1.58
C  0.73  -1.31  1.95
N  0.25  -0.62  0.78
C  -1.86  0.39  1.69
C  -1.22  -0.49  0.56
C  -1.28  0.32  -0.79
O  -0.88  -0.50  -1.86
H  3.06  -0.88  0.87
H  2.36  -1.76  -0.37
H  3.68  -2.45  0.39
H  2.30  -2.77  2.48
H  1.20  -3.29  1.19
H  -0.05  -1.94  2.62
H  1.06  -0.59  2.65
H  0.93  0.00  0.34
H  -2.28  1.27  1.25
H  -1.05  0.57  2.41
H  -2.72  -0.05  2.18
H  -1.62  -1.50  0.36
H  -2.28  0.76  -1.05
H  -0.48  1.20  -0.60
H  -1.59  -1.05  -2.12
H  2.74  1.00  -0.27
H  3.08  1.44  1.32
O  2.90  0.72  0.65
H  -1.86  3.03  0.81
H  -0.84  3.95  0.09
O  -1.44  3.20  0.02
H  -3.78  -1.33  -2.21
H  -3.16  -2.76  -2.76
O  -3.14  -2.04  -2.05
H  1.59  -1.16  -2.46
H  0.62  -1.80  -1.39
O  1.52  -1.90  -1.75
H  0.73  -0.02  -4.49
H  -0.09  0.20  -3.17
O  0.84  0.08  -3.58
H  -1.77  3.34  3.51
H  -2.90  3.31  2.53
O  -1.97  3.65  2.52
H  0.81  1.45  -1.77
H  1.56  2.69  -1.11
O  1.67  1.83  -1.51

Computed properties:
**HOMO level**: -0.427 Ha
**LUMO level**: -2.31 eV
**Total charge**: +1
**Gap between HOMO and LUMO**: 9.3 eV



Most stable = run B



Run A
Below is a molecular structure, C3H8NO2P, with properties calculated with ωB97M-V/def2-TZVPD.

Element x y z (Å)
C  -2.11  -0.37  0.53
C  -1.11  -1.12  0.09
C  2.41  0.47  -0.54
N  0.23  -0.87  0.46
O  -0.21  1.18  -1.34
O  0.57  2.01  0.95
P  0.97  1.16  -0.15
H  -3.11  -0.56  0.17
H  -2.00  0.40  1.28
H  -1.30  -1.82  -0.65
H  3.19  0.76  0.06
H  2.46  0.08  -1.57
H  0.27  -1.03  1.48
H  -1.05  1.17  -0.77
H  0.81  -1.47  0.00

Computed properties:
**HOMO level**: -0.299 Ha
**LUMO level**: 0.63 eV
**Total charge**: 0
**Gap between HOMO and LUMO**: 8.8 eV



Run B
Below is 2 unconnected molecules or ions with the total composition C3H8NO2P, with properties calculated with ωB97M-V/def2-TZVPD.

Element x y z (Å)
C  3.11  0.66  -0.05
C  1.80  0.60  0.18
C  0.71  1.32  -0.38
N  -2.82  -0.91  -0.32
O  -2.01  1.80  -0.41
O  -1.16  0.49  1.54
P  -0.97  0.91  -0.02
H  3.85  0.05  0.52
H  3.47  1.19  -0.93
H  1.38  -0.11  1.04
H  0.89  1.73  -1.34
H  -3.13  -0.32  0.45
H  -3.11  -0.53  -1.22
H  -3.10  -1.87  -0.23
H  -0.42  0.37  2.06

Computed properties:
**HOMO level (alpha / beta)**: -0.291 / -0.291 Ha
**LUMO level (alpha / beta)**: -0.54 / -0.54 eV
**Total charge**: 0
**Gap between HOMO and LUMO (alpha / beta)**: 7.4 / 7.4 eV



Most stable = run A



Run A
Below is a molecular structure, C18H21CrN3O7S, with properties calculated with ωB97M-V/def2-TZVPD.

Element x y z (Å)
Cr  0.04  1.26  -0.04
C  1.85  -1.89  -1.96
O  1.14  -0.72  -2.31
C  -0.04  -1.02  -3.00
C  -0.85  0.26  -3.13
O  -1.31  0.58  -1.83
C  -2.35  1.54  -1.78
C  -3.06  1.34  -0.44
O  -2.08  1.42  0.57
C  -2.55  1.08  1.86
H  2.05  -2.50  -2.85
H  1.29  -2.48  -1.23
H  2.80  -1.57  -1.52
H  -0.62  -1.76  -2.43
H  0.19  -1.44  -4.00
H  -1.70  0.08  -3.80
H  -0.22  1.06  -3.52
H  -3.06  1.39  -2.60
H  -1.94  2.56  -1.82
H  -3.54  0.35  -0.42
H  -3.82  2.11  -0.29
H  -3.46  1.66  2.10
H  -1.76  1.34  2.56
H  -2.77  0.01  1.93
O  -0.08  5.25  0.26
C  0.05  4.05  0.36
O  -0.16  3.16  -0.52
C  0.48  3.39  1.75
O  0.76  4.07  2.71
O  0.45  2.11  1.66
N  2.10  -1.65  1.79
C  0.94  -2.37  1.95
C  0.64  -3.53  2.62
C  -0.66  -4.01  2.53
C  -1.62  -3.36  1.76
C  -1.33  -2.20  1.06
C  -0.04  -1.68  1.19
N  0.51  -0.57  0.63
C  1.82  -0.57  0.98
C  2.66  0.40  0.43
C  4.05  0.59  0.43
S  4.44  2.02  -0.49
C  2.77  2.19  -0.89
N  1.99  1.30  -0.36
H  2.98  -1.83  2.24
H  1.39  -4.06  3.20
H  -0.93  -4.92  3.05
H  -2.61  -3.79  1.69
H  -2.06  -1.71  0.43
H  4.80  0.09  1.00
H  2.43  2.99  -1.52

Computed properties:
**HOMO level (alpha / beta)**: -0.187 / -0.298 Ha
**Multiplicity**: 5
**LUMO level (alpha / beta)**: -0.20 / 0.19 eV
**Total charge**: 0
**Gap between HOMO and LUMO (alpha / beta)**: 4.9 / 8.3 eV



Run B
Below is a molecular structure, C18H21CrN3O7S, with properties calculated with ωB97M-V/def2-TZVPD.

Element x y z (Å)
Cr  0.54  -0.75  0.02
C  -0.50  2.20  -1.96
O  -1.02  0.91  -2.19
C  -2.43  0.86  -2.29
C  -3.13  0.99  -0.96
O  -2.63  0.02  -0.06
C  -2.78  0.39  1.31
C  -1.91  1.54  1.74
O  -0.55  1.31  1.45
C  0.26  2.33  2.02
H  -0.72  2.87  -2.79
H  0.58  2.10  -1.85
H  -0.89  2.65  -1.04
H  -2.66  -0.12  -2.72
H  -2.80  1.64  -2.96
H  -4.20  0.84  -1.12
H  -2.99  1.99  -0.55
H  -2.52  -0.49  1.89
H  -3.82  0.65  1.52
H  -2.03  1.65  2.83
H  -2.23  2.48  1.28
H  0.09  2.40  3.09
H  0.06  3.30  1.55
H  1.30  2.04  1.85
O  1.99  -0.37  3.69
C  1.41  -0.66  2.67
O  1.79  -0.33  1.45
C  0.03  -1.44  2.66
O  -0.58  -1.70  3.67
O  -0.36  -1.71  1.43
N  2.62  -0.67  -3.44
C  3.53  0.19  -2.85
C  4.73  0.74  -3.29
C  5.40  1.55  -2.39
C  4.89  1.80  -1.10
C  3.70  1.25  -0.67
C  3.02  0.44  -1.57
N  1.82  -0.25  -1.43
C  1.64  -0.91  -2.55
C  0.48  -1.80  -2.65
C  0.04  -2.63  -3.61
S  -1.36  -3.45  -3.07
C  -1.28  -2.62  -1.58
N  -0.29  -1.80  -1.49
H  2.70  -1.09  -4.35
H  5.12  0.55  -4.28
H  6.34  2.00  -2.68
H  5.46  2.42  -0.42
H  3.32  1.39  0.34
H  0.47  -2.83  -4.59
H  -2.01  -2.77  -0.78

Computed properties:
**HOMO level (alpha / beta)**: -0.274 / -0.290 Ha
**Multiplicity**: 5
**LUMO level (alpha / beta)**: -0.48 / -0.47 eV
**Total charge**: 0
**Gap between HOMO and LUMO (alpha / beta)**: 7.0 / 7.4 eV



Most stable = run B